1.
24
Properties=species:S:1:pos:R:3 method="wB97M-V/def2-TZVPD" multiplicity=1 gap_ev=9.00 e_above_lowest_kj_mol=47.4 e_homo_ev=-15.833 charge=+2
C -2.3072 1.1341 1.0457
C -1.1707 -0.7699 -0.0518
C 2.3772 -2.5623 -2.3687
C -2.9032 2.8450 2.6439
N -2.7735 2.1396 1.4865
N -0.5596 -1.6890 -0.2798
N 3.2097 -3.1398 -3.2109
N -3.4997 4.0355 2.6035
N 2.5620 -1.2377 -2.2090
N 2.0122 0.7089 -1.1895
N -1.7658 0.3021 0.3441
N 1.8081 -0.4581 -1.2744
N 1.6207 -3.2564 -1.5484
N -2.3342 2.4025 3.7722
H 4.1603 -2.8335 -3.5665
H 3.0598 -4.2206 -3.3788
H -3.9770 4.5552 1.7564
H -3.7954 4.6690 3.4254
H 3.4672 -0.8701 -2.4018
H 2.8535 1.1752 -1.6212
H 1.6768 -4.1684 -1.3380
H 0.8306 -2.8168 -1.0645
H -2.5189 2.6073 4.7086
H -2.0331 1.4482 3.7170

---

2.
20
Properties=species:S:1:pos:R:3 method="wB97M-V/def2-TZVPD" multiplicity=5 gap_ev="4.22 / 4.15" e_homo_ev="0.096 / 0.178" charge=-2
Fe -0.8114 -1.8411 -1.5491
O -1.8692 -0.4403 -0.7032
H -1.3325 0.3500 -0.5568
P -2.1279 -3.0632 -3.5600
O -1.6983 -3.5455 -2.0871
O -3.6195 -3.0005 -3.7195
O -1.3260 -3.5562 -4.7450
O -1.5699 -1.5292 -3.3066
C -0.2007 1.9906 1.9081
O -0.5706 2.4958 2.9555
N 1.0328 1.4460 1.7179
C 1.5025 1.0376 0.4085
C 1.9217 1.2781 2.8319
H -0.8167 1.9680 0.9997
H 1.4070 -0.0342 0.1948
H 2.5478 1.3026 0.2401
H 0.9149 1.5048 -0.3830
H 2.9526 1.5774 2.5952
H 1.6386 1.8522 3.7056
H 2.0246 0.2070 3.0530

---

3.
8
Properties=species:S:1:pos:R:3 method="wB97M-V/def2-TZVPD" multiplicity=3 gap_ev="6.15 / 9.03" e_above_lowest_kj_mol=148.9 e_homo_ev="-4.830 / -11.011" charge=0
C -0.7630 -0.4087 -0.2549
C -1.0734 0.7104 0.2937
N -0.3202 -1.2946 -0.9482
H 2.0295 0.7106 0.2314
H -0.3502 1.4553 0.1874
H -1.9571 0.8905 0.9391
H 1.9616 -0.0609 0.3800
H 0.4727 -2.0026 -0.8285

---

4.
118
Properties=species:S:1:pos:R:3 method="wB97M-V/def2-TZVPD" multiplicity=1 gap_ev=7.77 smiles="C[C@]1(CCCSC(=S)n2ccnc2)OS(=O)(=O)O[C@@]1(O)CCSc1nnco1.CCO.CCO.CCO.CCO.CCO.CCO.CCO.CCO" e_homo_ev=-8.913 charge=0
C -3.1395 2.8314 2.4071
C -3.5759 3.2192 0.9413
C -2.4631 4.1356 0.3162
C -1.0112 3.5321 0.3444
C -0.7493 2.4293 -0.7517
S 0.9302 1.6774 -0.4089
C 0.7624 -0.1514 -0.4745
S 1.5083 -0.9331 -1.7210
N 0.0552 -0.8892 0.5186
C -0.9608 -0.2736 1.2402
C -1.4656 -1.2837 2.1533
N -0.6803 -2.4407 1.8647
C 0.2356 -2.2252 0.9229
O -4.6566 4.2114 1.2073
S -6.0911 3.4629 1.3815
O -6.3876 2.8315 2.6515
O -7.2578 4.1467 0.8723
O -5.7624 2.2260 0.3254
C -4.3242 2.1555 0.0393
O -4.0092 0.8695 0.5909
C -4.2948 2.2785 -1.5268
C -3.6791 1.0231 -2.2555
S -4.9819 -0.1303 -2.9109
C -4.0451 -1.6565 -3.1478
N -4.3687 -2.9395 -2.9666
N -3.2001 -3.5985 -3.2863
C -2.2647 -2.7360 -3.6320
O -2.7571 -1.4355 -3.5741
H -3.9652 2.9507 3.1450
H -2.7033 1.8095 2.5119
H -2.3260 3.5459 2.7159
H -2.6680 4.4852 -0.7253
H -2.4345 5.0649 0.9522
H -0.6847 3.1466 1.3442
H -0.3119 4.3791 0.1165
H -1.5531 1.6528 -0.6955
H -0.7579 2.8436 -1.7915
H -1.3576 0.7535 1.1801
H -2.2784 -1.1347 2.8889
H 0.9827 -2.9101 0.4871
H -4.8236 0.5185 0.9993
H -5.3566 2.3601 -1.8910
H -3.7693 3.1790 -1.9211
H -3.0287 1.2988 -3.1313
H -3.0227 0.3985 -1.5917
H -1.2115 -2.8670 -3.9357
C -4.4315 -4.0831 3.5681
C -4.4429 -3.3720 4.9068
O -4.7838 -1.9972 4.7328
H -3.7148 -3.6120 2.8918
H -4.1654 -5.1355 3.6863
H -5.4121 -4.0211 3.0874
H -3.4576 -3.4179 5.3717
H -5.1669 -3.8317 5.5866
H -5.6592 -1.9629 4.3302
C 0.3229 -2.6756 5.9911
C 0.8389 -1.4903 5.1985
O 0.7936 -0.3091 5.9955
H -0.7023 -2.4966 6.3220
H 0.3454 -3.5871 5.3902
H 0.9263 -2.8323 6.8898
H 0.2245 -1.3326 4.3124
H 1.8711 -1.6552 4.8716
H 1.3480 -0.4588 6.7698
C -7.4492 -5.9048 6.9552
C -6.4011 -6.9184 6.5361
O -5.1435 -6.6095 7.1288
H -7.1469 -4.8978 6.6604
H -8.4156 -6.1302 6.4994
H -7.5672 -5.8976 8.0421
H -6.2708 -6.9074 5.4533
H -6.6948 -7.9288 6.8386
H -5.2598 -6.6294 8.0857
C 5.3158 -2.6702 -3.8962
C 4.1061 -3.5769 -4.0071
O 3.2325 -3.3744 -2.9010
H 5.8553 -2.8638 -2.9671
H 5.9961 -2.8224 -4.7377
H 5.0111 -1.6200 -3.8755
H 4.4104 -4.6244 -4.0056
H 3.5545 -3.3788 -4.9322
H 2.9577 -2.4483 -2.9115
C 3.2416 5.5041 -1.6433
C 2.1913 5.8678 -0.6112
O 1.7608 4.7043 0.0938
H 2.8467 4.7783 -2.3518
H 3.5718 6.3875 -2.1914
H 4.1099 5.0428 -1.1644
H 1.3172 6.3080 -1.0944
H 2.5869 6.5894 0.1108
H 2.5337 4.3228 0.5277
C 6.2329 1.2345 -6.3467
C 5.0218 0.3276 -6.4554
O 4.1527 0.5348 -5.3463
H 6.7730 1.0409 -5.4178
H 6.9124 1.0824 -7.1879
H 5.9290 2.2846 -6.3269
H 5.3273 -0.7194 -6.4527
H 4.4680 0.5236 -7.3794
H 3.8808 1.4600 -5.3597
C 5.4149 6.0126 -5.5400
C 4.2085 5.0999 -5.6443
O 3.3508 5.2769 -4.5207
H 5.9710 5.8079 -4.6229
H 6.0820 5.8784 -6.3939
H 5.1044 7.0601 -5.4988
H 4.5211 4.0552 -5.6633
H 3.6413 5.3077 -6.5574
H 3.0689 6.1992 -4.5126
C 7.0272 -3.4908 -0.2241
C 6.8996 -2.7323 1.0828
O 6.1976 -1.5097 0.8819
H 7.5540 -2.8875 -0.9666
H 7.5703 -4.4275 -0.0815
H 6.0400 -3.7162 -0.6370
H 7.8850 -2.4894 1.4821
H 6.3625 -3.3285 1.8278
H 5.3234 -1.7286 0.5380

---

Number 1: E -19192.4559 eV. Number 2: E -60693.7829 eV. Number 3: E -3638.4944 eV. Number 4: E -110139.5555 eV.